No. 1
A structure of composition C22H56Cu2O22S6, computed with wB97M-V/def2-TZVPD.

XYZ file:
```
108
Properties=species:S:1:pos:R:3:mulliken_spin:R:1
Cu -0.4423 -2.6332 -3.4760 0.1703
Cu -3.3802 -0.7630 -4.4611 0.1121
O -2.3723 -1.5450 -2.5583 0.6196
C -1.9259 -1.2146 -1.2947 -0.0332
C -0.3355 -1.1339 -1.0821 0.0021
O 0.4215 -2.2597 -1.4822 0.0909
H -2.4148 -1.8968 -0.5992 0.0485
H -2.4948 -0.3418 -0.9740 0.0647
H -0.1328 -0.9714 -0.0236 -0.0040
H 0.0291 -0.2657 -1.6311 0.0064
O -2.6250 1.3733 -4.8606 0.8385
C -1.2993 1.1633 -5.4904 -0.0773
C -0.7586 -0.2117 -5.8561 0.0699
O -1.3621 -1.4087 -5.3208 0.0615
H -0.5439 1.8099 -5.0440 0.0290
H -1.4538 1.5831 -6.4844 -0.0055
H 0.2908 -0.3785 -5.6131 0.0026
H -0.5962 -0.3331 -6.9271 0.0075
O -5.5557 4.8841 -0.6644 0.0000
S -4.4703 3.8774 -0.8913 -0.0004
O -4.0832 3.4461 -2.2361 -0.0007
O -3.0879 4.2994 -0.0601 0.0003
C -3.2187 4.8185 1.2821 0.0001
C -3.1143 6.3121 1.3009 0.0000
C -4.9090 2.3043 -0.0283 -0.0017
H -2.4128 4.3594 1.8548 0.0000
H -4.1257 4.4138 1.7312 0.0000
H -3.2678 6.6208 2.3349 0.0000
H -3.8271 6.7788 0.6210 0.0000
H -2.0835 6.5831 1.0726 0.0000
H -5.7241 2.5314 0.6589 0.0000
H -4.0491 1.7567 0.3573 0.0014
H -5.3607 1.7366 -0.8418 -0.0003
O -0.6890 -7.3117 0.2297 0.0001
S -1.4741 -6.2965 0.8756 0.0001
O -2.9277 -6.4374 1.1117 0.0000
O -0.7593 -5.8860 2.3327 0.0000
C -1.5669 -5.2861 3.3688 -0.0001
C -1.2861 -3.7850 3.3545 0.0002
C -1.1399 -4.7026 0.0044 -0.0062
H -1.4600 -5.8607 4.2889 0.0000
H -2.6222 -5.5280 3.2429 0.0000
H -1.4836 -3.3879 4.3502 0.0000
H -1.8400 -3.2391 2.5909 0.0001
H -0.2293 -3.6237 3.1418 -0.0002
H -0.3025 -4.9817 -0.6352 -0.0013
H -0.8732 -3.9092 0.7026 0.0024
H -2.0688 -4.4579 -0.5108 -0.0018
O -2.0089 4.5525 -3.9893 0.0014
S -0.7135 5.2045 -3.9040 0.0003
O -0.6049 6.5330 -3.2954 0.0002
O 0.4035 4.1063 -3.3494 0.0010
C 0.0725 3.0946 -2.4639 0.0053
C 0.3886 3.3230 -1.0684 -0.0010
C -0.0468 5.3302 -5.5590 -0.0003
H 0.6073 2.1944 -2.7668 -0.0044
H -0.9423 2.7836 -2.7122 -0.0047
H -0.0516 4.1930 -0.5810 0.0001
H 1.4476 3.4313 -0.8341 0.0001
H -0.0766 2.5082 -0.5137 0.0014
H 1.0035 5.6101 -5.4788 0.0000
H -0.6457 6.0053 -6.1704 0.0001
H -0.1386 4.3465 -6.0194 0.0001
O 2.4592 -3.2242 5.8488 0.0000
S 2.8593 -3.9834 4.6848 0.0000
O 2.0753 -5.1309 4.2198 0.0000
O 3.1827 -2.8437 3.5184 0.0000
C 3.6371 -3.2194 2.1694 0.0000
C 2.4874 -3.4235 1.1765 0.0002
C 4.5838 -4.5198 4.9679 0.0000
H 4.2526 -4.1037 2.3346 0.0001
H 4.3465 -2.4638 1.8319 0.0000
H 2.7730 -3.9282 0.2536 0.0001
H 2.0194 -2.4487 1.0396 0.0009
H 1.6553 -4.0360 1.5235 0.0002
H 4.6143 -5.4677 4.4306 0.0000
H 4.6309 -4.5626 6.0561 0.0000
H 5.3196 -3.8222 4.5679 0.0000
O -1.6736 1.7215 1.2581 0.0006
S -0.8033 1.8008 2.4137 0.0020
O 0.1933 2.8728 2.4815 0.0001
O -1.6241 1.6719 3.8508 0.0000
C -1.1138 2.1902 5.1396 0.0000
C -2.1583 2.6871 6.0247 0.0000
C 0.2596 0.2940 2.5960 -0.0012
H -0.5186 3.0112 4.7399 0.0000
H -0.4202 1.4806 5.5907 0.0000
H -2.9957 2.0033 6.1640 0.0000
H -2.6385 3.5899 5.6473 0.0000
H -1.7742 3.0352 6.9836 0.0000
H 0.9198 0.1559 1.7397 -0.0002
H -0.3985 -0.5748 2.6095 0.0004
H 0.8980 0.3770 3.4755 0.0000
O 5.8851 -0.9103 -3.5220 0.0000
S 5.9364 -1.1256 -2.0829 0.0000
O 7.1019 -0.8654 -1.2619 0.0000
O 4.5744 -0.3496 -1.3972 -0.0001
C 3.2543 -0.4028 -2.0348 0.0025
C 3.0702 0.8783 -2.8934 0.0001
C 5.3528 -2.7970 -1.5809 0.0000
H 2.6475 -0.3214 -1.1330 0.0008
H 3.1529 -1.3612 -2.5439 -0.0006
H 2.9752 1.7388 -2.2312 0.0000
H 2.2197 0.7640 -3.5655 -0.0009
H 3.7316 1.1301 -3.7224 -0.0001
H 6.1965 -3.4813 -1.4903 0.0000
H 4.6747 -3.2059 -2.3299 0.0000
H 4.8927 -2.6473 -0.6042 0.0000
```

The LUMO energy (spin up / spin down) comes out at -1.322 / -3.336 eV. Its multiplicity is 3. As for the total energy: -8196.67588 Eh. The value obtained for the HOMO-LUMO gap (spin up / spin down) is 7.77 / 5.54 eV.

=====

No. 2
A cluster of 5 separate species, C22H56NO5Si in total, computed with wB97M-V/def2-TZVPD.

XYZ file:
```
85
Properties=species:S:1:pos:R:3:mulliken_charge:R:1
C 1.6530 0.7296 -2.8986 -1.1165
Si 0.1229 1.0855 -1.9073 0.2495
C 0.4922 1.6496 -0.1844 -0.9001
C -1.0045 2.2638 -2.7829 -1.1316
N -0.9364 -0.4949 -1.8548 0.0948
C -0.3532 -1.8310 -2.2332 -0.6552
C -1.5843 -2.6749 -2.0146 0.1822
O -1.9934 -2.2418 -0.7095 -0.3239
C -1.6330 -0.8894 -0.5674 -0.4763
H 1.8009 1.5695 -3.5790 0.3704
H 2.5188 0.6702 -2.2391 0.3669
H 1.6333 -0.1787 -3.5003 0.3365
H 0.0135 2.6181 -0.0299 0.2842
H 0.1579 1.0025 0.6255 0.4466
H 1.5637 1.8123 -0.0666 0.1596
H -1.3607 1.9019 -3.7502 0.3869
H -1.8725 2.5204 -2.1719 0.3607
H -0.4440 3.1857 -2.9541 0.3589
H -1.6783 -0.3222 -2.5383 0.3510
H 0.1360 -1.8602 -3.2003 0.4896
H 0.3637 -2.0614 -1.4429 0.3195
H -1.4564 -3.7522 -2.0537 -0.0719
H -2.3846 -2.3860 -2.7082 0.0382
H -0.9173 -0.7899 0.2464 0.3417
H -2.4986 -0.2445 -0.4136 0.3861
C -5.1675 -3.6210 -3.9235 -0.7645
C -4.5449 -3.3617 -5.2825 -0.3366
O -3.1787 -3.7491 -5.3482 -0.4548
C -2.9170 -5.1357 -5.1633 0.0464
C -3.5845 -6.0366 -6.1848 -1.2762
H -4.5542 -3.1417 -3.1563 0.0534
H -6.1724 -3.2031 -3.8611 0.4079
H -5.2407 -4.6828 -3.6891 0.2559
H -4.5315 -2.2901 -5.4863 0.3128
H -5.1313 -3.8292 -6.0788 0.3737
H -3.1917 -5.4476 -4.1480 0.0794
H -1.8330 -5.2222 -5.2449 0.3553
H -4.6716 -6.0204 -6.1025 0.2865
H -3.2598 -7.0658 -6.0298 0.4341
H -3.3111 -5.7366 -7.1966 0.3041
C 3.1907 5.4164 2.8596 -0.9466
C 3.3206 4.0896 2.1389 -0.4714
O 2.6307 4.0289 0.8926 -0.3051
C 3.0357 4.9822 -0.0783 -0.3037
C 4.4944 4.8768 -0.4855 -1.1288
H 2.1414 5.6746 3.0086 0.2402
H 3.6603 5.3566 3.8409 0.3945
H 3.6691 6.2306 2.3139 0.2716
H 2.8731 3.2950 2.7368 0.3165
H 4.3760 3.8315 2.0006 0.3251
H 2.8100 5.9976 0.2629 0.2998
H 2.3946 4.7880 -0.9413 0.3319
H 5.1674 5.1178 0.3372 0.2798
H 4.7012 5.5786 -1.2941 0.4078
H 4.7282 3.8692 -0.8335 0.2919
C 2.5599 5.8659 8.4957 -1.0784
C 3.1437 6.6339 7.3233 -0.3349
O 2.4551 6.4343 6.0974 -0.3270
C 1.0911 6.8205 6.0858 -0.2692
C 0.8581 8.2923 6.3781 -1.1242
H 2.5065 4.8003 8.2688 0.2963
H 3.1937 6.0010 9.3728 0.3940
H 1.5595 6.2117 8.7582 0.2689
H 4.1601 6.2929 7.1246 0.3168
H 3.2047 7.7014 7.5609 0.3096
H 0.5079 6.2000 6.7758 0.2965
H 0.7482 6.5850 5.0771 0.3008
H 1.1400 8.5590 7.3969 0.2722
H -0.2005 8.5267 6.2590 0.3980
H 1.4304 8.9155 5.6898 0.3006
C -0.4275 -9.1162 0.3351 -1.0388
C 0.4098 -7.9792 -0.2205 -0.3120
O -0.2280 -7.2404 -1.2554 -0.4177
C -1.4389 -6.6035 -0.9039 0.2078
C -1.2942 -5.5525 0.1848 -1.1371
H -0.7395 -9.7889 -0.4643 0.2924
H 0.1626 -9.6853 1.0541 0.3916
H -1.3190 -8.7607 0.8531 0.2736
H 1.3123 -8.3730 -0.6865 0.3429
H 0.7297 -7.3108 0.5871 0.2824
H -2.2073 -7.3330 -0.6254 0.3021
H -1.7769 -6.1352 -1.8325 -0.1973
H -1.0166 -5.9820 1.1471 0.4105
H -2.2407 -5.0263 0.3209 0.3727
H -0.5265 -4.8257 -0.0923 0.2778
```

Its total charge is +1. Its energy above the lowest of the compared OMol25 structures with the same formula, charge and spin is 2.9 kcal per mole. The LUMO energy comes out at -2.488 eV. Its multiplicity is 1. As for the total energy: -1591.99981 Eh. The value obtained for the HOMO-LUMO gap is 8.61 eV.